# 1
The following is a quantum chemistry calculation of a 7-piece molecular cluster, C22H56FO22PS6Si overall at a distorted geometry, from the Open Molecules 2025 dataset.

Each line ends with the Mulliken charge.
Cartesian coordinates (Å):
C  6.97324  -5.25546  -0.81711  -0.74
C  6.25483  -6.59861  -1.48649  0.54
O  6.49249  -6.84170  -2.77792  -0.46
O  5.44592  -7.44745  -0.58076  -0.28
C  4.05142  -7.55220  -1.04128  0.31
O  3.73683  -8.03162  -2.27614  -0.49
C  2.73220  -7.06081  -0.14296  -0.48
Si  2.10419  -5.43568  -1.00999  0.50
F  2.58429  -4.05771  -0.01331  -0.26
P  -0.04089  -5.47092  -1.52447  0.12
O  -0.57957  -3.97776  -1.24089  -0.50
H  6.75502  -5.16195  0.35042  0.26
H  8.14760  -5.31680  -1.01635  0.31
H  6.51071  -4.31596  -1.38495  0.25
H  1.95339  -7.95802  -0.23238  0.35
H  2.98345  -6.92732  0.99422  0.36
H  2.82422  -5.28695  -2.29838  -0.05
H  -0.30309  -5.74439  -2.93776  0.11
H  -0.81007  -6.45824  -0.76727  0.10
C  2.09023  -1.04191  2.11256  -0.65
C  3.18588  -0.43616  2.96979  -0.32
O  3.18279  -0.98065  4.28436  -0.25
S  3.74199  -2.49602  4.49991  1.25
C  3.79982  -2.47171  6.27421  -0.94
O  5.09472  -2.57639  3.99339  -0.65
O  2.71443  -3.43565  4.09932  -0.61
H  2.26868  -2.10699  1.93824  0.19
H  2.03864  -0.54771  1.13925  0.24
H  1.11837  -0.95518  2.61011  0.24
H  4.16879  -0.56026  2.50400  0.37
H  3.00808  0.63970  3.06719  0.16
H  4.54557  -1.74316  6.59750  0.30
H  4.08085  -3.47199  6.61225  0.37
H  2.81019  -2.21617  6.65750  0.30
C  -1.29272  -0.98994  -2.59698  -0.85
C  -2.47549  -1.78262  -3.12135  -0.28
O  -3.16105  -1.07973  -4.15115  -0.23
S  -2.46869  -0.98691  -5.62341  1.21
C  -3.86969  -0.33530  -6.49788  -0.84
O  -2.20319  -2.32490  -6.10527  -0.66
O  -1.44402  0.03705  -5.59518  -0.62
H  -0.52482  -0.87069  -3.36687  0.46
H  -0.83413  -1.49336  -1.74229  0.41
H  -1.60515  0.01542  -2.29497  0.04
H  -2.16617  -2.77278  -3.47118  0.33
H  -3.19035  -1.93665  -2.30660  0.16
H  -4.66735  -1.08040  -6.50068  0.31
H  -3.55319  -0.12017  -7.52129  0.38
H  -4.19497  0.58543  -6.01002  0.21
C  8.94638  2.90450  1.69208  -0.99
C  8.08468  2.64345  2.91337  -0.29
O  6.95668  3.50984  2.95255  -0.29
S  5.72412  3.22900  1.92422  1.10
C  4.55627  4.35236  2.64968  -0.92
O  5.24742  1.87678  2.11703  -0.51
O  6.08068  3.73876  0.61570  -0.62
H  8.41188  2.65446  0.77098  0.30
H  9.85868  2.30369  1.72301  0.39
H  9.21729  3.96390  1.63003  0.26
H  7.76781  1.59657  2.95934  0.28
H  8.67410  2.84240  3.81424  0.28
H  4.30035  4.00384  3.65191  0.31
H  3.66574  4.36208  2.01669  0.30
H  4.99774  5.35015  2.68239  0.39
C  -7.54977  -0.75873  0.64452  -1.08
C  -6.35083  0.16324  0.76603  -0.14
O  -5.43764  -0.29401  1.75677  -0.29
S  -4.50799  -1.58913  1.41923  1.03
C  -3.41509  -1.45955  2.81237  -0.87
O  -3.75376  -1.32714  0.21283  -0.38
O  -5.30109  -2.79043  1.58391  -0.63
H  -7.25429  -1.74356  0.27113  0.30
H  -8.28959  -0.34717  -0.04651  0.40
H  -8.01934  -0.91226  1.62202  0.27
H  -5.84471  0.28544  -0.19698  0.20
H  -6.69419  1.15468  1.07860  0.26
H  -2.83162  -0.54123  2.72464  0.18
H  -2.75251  -2.32823  2.79813  0.38
H  -4.00778  -1.46140  3.72904  0.36
C  -3.78135  3.20858  -2.93816  -0.47
C  -4.44508  4.56780  -2.81890  -0.51
O  -5.56866  4.67902  -3.68479  -0.27
S  -6.93700  3.88748  -3.28902  1.23
C  -8.00103  4.64961  -4.48864  -0.96
O  -7.35664  4.30182  -1.96799  -0.65
O  -6.78986  2.49092  -3.64571  -0.57
H  -4.44405  2.41321  -2.58483  0.18
H  -2.86487  3.16882  -2.34426  0.15
H  -3.54057  2.98689  -3.98336  0.24
H  -4.73390  4.77923  -1.78433  0.34
H  -3.73027  5.34076  -3.11914  0.30
H  -8.09745  5.71193  -4.25709  0.32
H  -8.97667  4.16167  -4.42651  0.37
H  -7.57638  4.50213  -5.48337  0.31
C  -0.71005  5.88628  2.51386  -0.95
C  -1.75105  4.79844  2.32634  -0.37
O  -1.42497  3.94482  1.23568  -0.14
S  -0.21735  2.86723  1.42539  1.12
C  -0.50788  1.93039  -0.05448  -0.93
O  -0.50767  2.02944  2.56851  -0.65
O  1.05006  3.55363  1.27792  -0.54
H  0.25373  5.46332  2.81195  0.23
H  -1.01932  6.59248  3.28837  0.40
H  -0.54737  6.43050  1.57741  0.25
H  -1.88678  4.21640  3.24355  0.29
H  -2.71434  5.26364  2.09345  0.28
H  -1.47591  1.43194  0.02239  0.25
H  0.29021  1.18928  -0.14183  0.37
H  -0.48142  2.60530  -0.91201  0.37

Properties
2S+1   1
Structure (SMILES)   CC(=O)OC(=O)C[Si@H](F)[PH2]=O.CCOS(C)(=O)=O.CCOS(C)(=O)=O.CCOS(C)(=O)=O.CCOS(C)(=O)=O.CCOS(C)(=O)=O.CCOS(C)(=O)=O
E_tot   -153656.704 eV
Strongest force on any atom   9.16 eV Å⁻¹
Frontier orbital gap   9.389 eV
E_HOMO   -9.9 eV

=====

# 2
The following is a quantum chemistry calculation of a 12-piece molecular cluster, C22H57BF4N3O8 overall at a distorted geometry, from the Open Molecules 2025 dataset.

Each line ends with the Mulliken charge.
Cartesian coordinates (Å):
B  -0.28484  -0.26095  -0.05878  -0.08
F  0.56216  -0.31395  -1.04478  -0.25
F  -0.62284  1.00805  0.09222  0.43
F  -1.43384  -0.95595  -0.33978  -0.85
F  0.29416  -0.61395  1.17522  -0.22
C  -2.79684  -4.34795  -0.08878  -0.16
C  -1.97384  -5.43895  0.50522  0.28
N  -1.29684  -6.23495  1.01822  -0.45
H  -3.73384  -4.01295  0.50822  0.30
H  -2.27284  -3.43395  -0.22878  -0.32
H  -3.16984  -4.48095  -1.10078  0.41
C  -0.13884  3.55905  2.71222  -0.21
C  -1.16384  4.04705  3.61122  0.08
N  -1.90384  4.50205  4.37922  -0.53
H  0.60316  3.35205  3.41122  0.23
H  -0.56884  2.58305  2.28222  0.03
H  -0.07284  4.21905  1.97822  0.31
C  2.51416  2.13605  -0.33778  0.60
C  3.51916  3.15705  0.17722  -0.08
N  4.29616  3.97805  0.62222  -0.59
H  3.08416  1.32405  -0.88278  -0.25
H  2.06916  1.71405  0.60322  -0.13
H  1.70816  2.48705  -0.98778  0.45
C  4.19616  -1.27995  0.18422  -0.78
C  5.05316  -0.09295  0.43522  0.30
O  6.44516  -0.56095  0.45622  -0.56
H  4.34616  -1.72195  -0.76078  0.36
H  3.07316  -0.97895  -0.05778  -0.16
H  4.06716  -1.99195  0.93822  0.44
H  4.78016  0.15705  1.53122  -0.23
H  4.92816  0.84505  -0.13878  0.30
H  6.68516  -0.89595  1.18822  0.27
C  -0.51084  -4.04895  4.63322  -1.76
C  -0.74184  -3.22095  3.39122  0.66
O  0.44316  -2.39395  3.26222  -0.53
H  -1.38084  -4.59295  4.85122  0.41
H  -0.33284  -3.53895  5.44122  0.61
H  0.42116  -4.59995  4.68322  0.37
H  -1.43784  -2.37095  3.48222  0.16
H  -1.04184  -3.84395  2.47022  -0.24
H  0.34416  -1.84895  2.58122  0.41
C  3.05216  1.23905  3.90922  -0.64
C  3.03516  -0.23195  3.76022  -0.10
O  2.28916  -0.82795  4.74622  -0.63
H  2.09716  1.84105  3.81622  -0.24
H  3.67216  1.81505  3.11822  0.19
H  3.36716  1.59005  4.82622  0.50
H  3.91716  -0.55895  3.80422  0.61
H  2.46216  -0.53095  2.77822  -0.11
H  1.65516  -1.31795  4.17822  0.57
C  -3.46384  0.56805  3.07722  -1.19
C  -3.89684  0.43305  1.66122  -0.22
O  -3.28084  1.34005  0.81122  -0.55
H  -3.57484  1.41605  3.47922  0.53
H  -2.44184  0.15005  3.18922  0.04
H  -4.08884  -0.00895  3.74822  0.44
H  -5.03584  0.48505  1.79722  0.27
H  -3.88784  -0.44995  1.18422  0.35
H  -2.20384  1.26805  0.63622  0.14
C  -1.51484  4.07605  -0.49278  -0.04
C  -2.14884  5.12105  -1.55778  -0.27
O  -3.28984  5.64605  -0.87778  -0.55
H  -0.81484  3.33205  -0.98978  -0.01
H  -2.17184  3.46205  -0.07778  0.11
H  -0.74484  4.58005  0.17222  -0.03
H  -2.66184  4.46405  -2.20378  0.18
H  -1.40184  5.89905  -1.97078  0.29
H  -3.78684  4.93505  -0.48678  0.32
C  -0.64984  -3.18895  -5.02578  -1.34
C  -1.27384  -2.09195  -4.03378  0.09
O  -0.69884  -2.43295  -2.83078  -0.49
H  0.24416  -2.93295  -5.29578  0.36
H  -1.32784  -3.13595  -5.82778  0.45
H  -0.60884  -4.25895  -4.57578  0.23
H  -2.38484  -2.20095  -4.03878  0.37
H  -1.04184  -0.98595  -4.32678  0.02
H  -0.72584  -1.90995  -2.10478  0.10
C  -3.76284  1.61405  -3.78278  -1.75
C  -2.80784  1.09705  -2.67578  0.66
O  -3.41584  -0.07195  -2.16378  -0.67
H  -3.32984  2.51105  -4.14978  0.43
H  -4.70184  1.63905  -3.60278  0.61
H  -3.59684  1.08305  -4.77578  0.29
H  -2.46484  1.66705  -1.84478  0.04
H  -1.93584  0.98705  -3.14278  0.05
H  -2.74384  -0.25495  -1.48778  0.32
C  3.66816  -0.98595  -4.86678  -1.31
C  2.34516  -0.88895  -4.02578  0.06
O  2.51416  -0.29295  -2.70878  -0.48
H  4.19716  -0.02895  -5.09078  0.28
H  3.32916  -1.43795  -5.73078  0.45
H  4.18416  -1.73495  -4.20878  0.28
H  1.98016  -1.84795  -3.70478  0.25
H  1.54416  -0.23495  -4.56478  0.12
H  1.77416  -0.40695  -2.02678  0.58

Properties
2S+1   1
Total charge   -1
E_tot   -56132.103 eV
Strongest force on any atom   10.91 eV Å⁻¹
Energy relative to the best compared isomer or geometry (same formula, charge and spin)   31.4 kcal per mole
Frontier orbital gap   10.137 eV
E_HOMO   -7.7 eV

=====

# 3
The following is a quantum chemistry calculation of a 8-piece molecular cluster, C22H57F3O15P2S overall, from the Open Molecules 2025 dataset.

Each line ends with the Mulliken charge.
Cartesian coordinates (Å):
O  2.94690  2.29267  3.59882  -0.67
P  2.83559  2.77652  2.21454  0.89
O  4.22966  3.04709  1.47638  -0.54
O  2.16221  4.21185  2.07241  -0.49
C  2.02490  1.55373  1.16269  -0.78
C  0.53225  1.25559  1.44334  0.71
C  0.46698  -0.23400  1.74489  -1.60
O  -0.82744  -0.62991  2.26952  -0.18
S  -2.02816  -0.35030  1.28748  1.06
O  -1.78516  -1.08456  0.07441  -0.65
O  -3.22305  -0.58511  2.04094  -0.71
C  -1.91099  1.38568  0.84132  -0.16
C  -3.09552  1.53425  -0.15160  -0.52
C  -4.35826  2.13319  0.48843  -0.92
C  -5.14132  3.00115  -0.45222  0.80
F  -5.40938  2.38427  -1.60985  -0.28
F  -4.51905  4.13595  -0.77185  -0.24
F  -6.31415  3.34578  0.07558  -0.30
C  -0.46774  1.64962  0.32024  -0.41
P  -0.10722  3.44028  -0.08794  -0.12
O  0.78283  3.17797  -1.45217  -0.53
O  -1.47244  3.99901  -0.76350  -0.35
H  4.27572  2.64392  0.60054  0.36
H  1.28846  4.25728  2.48382  0.36
H  2.20444  1.70829  0.09423  0.12
H  2.58858  0.64727  1.41229  0.36
H  0.19355  1.75885  2.36219  0.35
H  0.71048  -0.84778  0.87209  0.47
H  1.17646  -0.44368  2.54883  0.55
H  -2.07543  1.94653  1.76879  0.86
H  -3.35588  0.53956  -0.51761  0.30
H  -2.79387  2.09483  -1.02522  0.26
H  -5.04280  1.34244  0.80387  0.32
H  -4.13428  2.74038  1.36805  0.38
H  -0.30470  0.99189  -0.54259  0.55
H  1.59207  3.70739  -1.41104  0.31
H  -1.53121  3.82282  -1.71454  0.29
C  -2.33211  -2.74521  5.75485  -1.00
C  -1.13970  -1.86975  6.08905  0.15
O  -0.20125  -1.81148  5.01755  -0.51
H  -2.00161  -3.75610  5.51324  0.27
H  -3.02484  -2.79496  6.59595  0.35
H  -2.86829  -2.35228  4.88711  0.30
H  -0.60358  -2.26999  6.94559  0.03
H  -1.47265  -0.85767  6.34557  0.18
H  -0.65788  -1.44774  4.25149  0.30
C  3.38294  -0.32225  -3.87683  -1.12
C  2.90008  0.61007  -2.78745  -0.03
O  3.19181  0.09190  -1.47874  -0.37
H  2.91650  -1.30310  -3.77462  0.20
H  3.14012  0.07665  -4.86224  0.37
H  4.46689  -0.45097  -3.81697  0.26
H  1.81937  0.73586  -2.82434  0.17
H  3.36186  1.59712  -2.89691  0.35
H  4.14709  -0.02486  -1.42110  0.19
C  -0.54028  -0.64577  10.72449  -0.99
C  -1.29473  -1.96185  10.70694  -0.28
O  -1.11683  -2.66974  9.48388  -0.47
H  -0.85768  -0.01570  9.89320  0.25
H  -0.71321  -0.10798  11.65772  0.35
H  0.53436  -0.81454  10.62357  0.32
H  -2.36671  -1.78979  10.79356  0.27
H  -0.98607  -2.58910  11.55028  0.28
H  -0.17735  -2.85311  9.38257  0.27
C  3.10109  -3.69173  -0.11356  -1.05
C  1.96915  -3.44571  -1.09380  -0.27
O  1.34373  -2.18522  -0.88506  -0.23
H  2.73275  -3.63917  0.91163  0.23
H  3.55269  -4.67202  -0.27195  0.40
H  3.88089  -2.93464  -0.22913  0.22
H  1.18643  -4.19308  -0.96952  0.29
H  2.33746  -3.51281  -2.12419  0.27
H  2.01662  -1.50237  -1.02020  0.00
C  -4.15927  -3.01723  -2.70953  -1.13
C  -3.12335  -2.23718  -3.49752  -0.10
O  -2.56478  -1.17425  -2.73144  -0.15
H  -4.95940  -2.35434  -2.37853  0.26
H  -4.59344  -3.81677  -3.31216  0.39
H  -3.70830  -3.46306  -1.82061  0.30
H  -3.57704  -1.77718  -4.37646  0.16
H  -2.32310  -2.90215  -3.84078  0.30
H  -2.13911  -1.56310  -1.95722  0.12
C  -4.31886  0.98988  -6.39217  -1.01
C  -2.80385  1.02333  -6.30247  -0.22
O  -2.35685  1.73859  -5.15690  -0.49
H  -4.71741  2.00403  -6.42748  0.32
H  -4.64997  0.45205  -7.28207  0.32
H  -4.74480  0.49490  -5.51587  0.28
H  -2.38520  1.52840  -7.17224  0.33
H  -2.40118  0.00429  -6.27805  0.23
H  -2.71086  1.27792  -4.38687  0.25
C  7.05451  0.20728  -7.04389  -1.03
C  6.59466  1.09949  -5.90732  -0.20
O  6.91272  0.55483  -4.62812  -0.50
H  6.60714  -0.78297  -6.95422  0.27
H  6.77633  0.63065  -8.00964  0.32
H  8.14013  0.08706  -7.02593  0.32
H  5.51048  1.20665  -5.92001  0.24
H  7.03208  2.09841  -6.00527  0.31
H  7.86868  0.45887  -4.57446  0.28

Properties
2S+1   1
Structure (SMILES)   O=P(O)(O)C[C@@H]1COS(=O)(=O)[C@H](CCC(F)(F)F)[C@H]1P(O)O.CCO.CCO.CCO.CCO.CCO.CCO.CCO
E_tot   -92019.218 eV
Strongest force on any atom   0.90 eV Å⁻¹
Frontier orbital gap   9.324 eV
E_HOMO   -9.4 eV